DFT (the ωB97M-V functional and the def2-TZVPD basis) results for a single C3H9NP2 molecule.

Computed properties:
E_LUMO   0.94 eV
Structure (SMILES)   [H]/N=C/[PH]#[PH]CC
Charge   0
Orbital gap   9.548 eV
Energy relative to the best compared isomer or geometry (same formula, charge and spin)   50.0 kcal/mol
Maximum force   2.66 eV/A

Positions of all 15 atoms, in Å:
H -3.4807 -3.1459 0.5568
N -2.9311 -2.2879 0.3163
C -2.4759 -1.6103 1.2981
P -1.0114 -0.1506 1.7551
P -0.4964 0.9169 -0.0903
C 1.3766 0.5232 -0.1340
C 2.0231 1.4591 -1.1194
H -2.9373 -1.6960 2.3969
H -2.0444 0.8447 1.9573
H -0.4415 2.1651 0.5275
H 1.7619 0.6847 0.8398
H 1.5246 -0.5414 -0.1749
H 1.5368 1.4510 -2.0645
H 1.9141 2.5842 -0.8560
H 3.0575 1.1206 -1.2748

DFT (the ωB97M-V functional and the def2-TZVPD basis) results for a molecular structure, C22H39F5MnN2O3PSe2Te.

Computed properties:
E_LUMO (alpha / beta)   2.26 / 2.26 eV
Charge   -1
Multiplicity   6
Orbital gap (alpha / beta)   6.417 / 6.737 eV
Energy relative to the best compared isomer or geometry (same formula, charge and spin)   0.0 kcal/mol
Expectation value of S²   8.758
Maximum force   0.46 eV/A

Positions of all 76 atoms, in Å:
Mn 0.2374 0.2808 -0.8750
O -0.0085 2.1862 -2.5409
C 1.1465 2.7704 -3.1110
C 2.2067 1.7129 -3.4215
C 3.1205 2.3311 -4.4969
O 3.7769 3.5359 -4.1079
C 3.1027 1.3148 -2.2205
Se 2.4183 1.6168 -0.3918
C 1.5576 0.4981 -4.1100
Se 0.7234 -0.9292 -3.0342
H -0.7183 2.8395 -2.4594
H 1.5604 3.5153 -2.4182
H 0.8647 3.2639 -4.0515
H 2.5360 2.5022 -5.4102
H 3.9172 1.6248 -4.7367
H 3.1309 4.1126 -3.6895
H 4.0321 1.8794 -2.2731
H 3.3392 0.2552 -2.3144
H 2.3340 -0.0195 -4.6776
H 0.8022 0.8431 -4.8185
C -3.7996 3.5531 0.9632
N -2.3541 3.5703 1.1621
C -1.7807 4.4641 2.1508
C -1.6093 2.6343 0.6209
N -0.9653 1.8291 0.1074
H -4.1290 4.5484 0.6615
H -4.3057 3.2689 1.8901
H -4.0423 2.8380 0.1807
H -2.0757 5.4910 1.9286
H -0.6957 4.3960 2.1160
H -2.1233 4.2069 3.1575
C 3.0678 -1.7304 1.5634
C 1.9561 -2.7545 1.2915
C 2.3131 -3.5346 0.0213
C 1.8710 -3.7020 2.4884
P 0.4266 -1.7325 0.9421
C 0.0883 -0.9545 2.5726
C 0.6151 0.3289 2.7380
C 0.4356 1.0301 3.9213
C -0.2910 0.4683 4.9611
C -0.8254 -0.8031 4.8118
C -0.6298 -1.5087 3.6320
C -1.0427 -2.8408 0.5347
C -1.2351 -4.1337 1.3281
C -2.2905 -1.9617 0.6941
C -0.9486 -3.2063 -0.9603
H 4.0239 -2.2607 1.6106
H 2.9176 -1.2251 2.5196
H 3.1294 -0.9696 0.7817
H 3.3161 -3.9577 0.1311
H 2.3068 -2.8913 -0.8625
H 1.6224 -4.3618 -0.1517
H 2.8733 -4.0871 2.7029
H 1.2245 -4.5570 2.3002
H 1.5205 -3.1884 3.3859
H 1.1762 0.7812 1.9269
H 0.8636 2.0199 4.0251
H -0.4407 1.0169 5.8830
H -1.3936 -1.2527 5.6169
H -1.0504 -2.4998 3.5480
H -1.1558 -4.0173 2.4067
H -0.5114 -4.8874 1.0169
H -2.2298 -4.5348 1.1058
H -2.5754 -1.8713 1.7490
H -3.1148 -2.4421 0.1522
H -2.8305 -0.1570 0.0181
H 0.0485 -3.5105 -1.2718
H -1.2489 -2.3684 -1.5891
H -1.6365 -4.0320 -1.1644
F -3.5453 -0.9494 -2.9208
Te -2.9432 0.8808 -2.6291
F -2.8513 2.8855 -2.3586
F -2.5774 1.1332 -4.4957
F -4.6908 1.3069 -3.1311
F -3.9196 0.7878 -0.7747
O -2.0171 -0.6898 0.1485

DFT (the ωB97M-V functional and the def2-TZVPD basis) results for 2 unconnected molecules or ions with the total composition C6H7ClN2O2.

Computed properties:
E_LUMO (alpha / beta)   -0.30 / -0.30 eV
Charge   0
Orbital gap (alpha / beta)   7.829 / 7.834 eV
Energy relative to the best compared isomer or geometry (same formula, charge and spin)   96.7 kcal/mol
Maximum force   4.31 eV/A

Positions of all 18 atoms, in Å:
C 2.0072 -0.9557 0.6160
C 0.8713 -1.1272 -0.1246
C 1.5783 1.2310 0.7413
C -2.5061 0.1513 0.0213
C 0.5612 1.0821 -0.1884
C -1.3374 -0.3838 -0.8319
N 2.3717 0.2365 1.0796
N -0.0318 -0.1529 -0.1696
O -2.2085 0.3269 1.3971
O -3.5739 0.3305 -0.4067
Cl -0.4541 2.4497 -0.7390
H 2.7025 -1.7298 0.6254
H 0.5654 -2.1463 -0.3870
H 2.0137 2.2498 0.9385
H 1.7029 -0.3083 -1.5152
H -1.4573 0.0834 -1.8812
H -1.5479 -1.4018 -0.8191
H -1.2572 0.0645 1.6437

DFT (the ωB97M-V functional and the def2-TZVPD basis) results for a molecular structure, C30H14Cl5N5OReS5Se.

Computed properties:
E_LUMO (alpha / beta)   -1.41 / -2.13 eV
Charge   0
Multiplicity   4
Orbital gap (alpha / beta)   5.839 / 5.340 eV
Energy relative to the best compared isomer or geometry (same formula, charge and spin)   7.3 kcal/mol
Expectation value of S²   3.786
Maximum force   0.88 eV/A

Positions of all 62 atoms, in Å:
Re -0.0646 -0.0744 0.1280
S 4.3447 5.7499 1.2874
C 3.3949 4.4424 1.0527
S 3.8055 3.1269 0.0043
C 2.3532 2.1806 0.2375
C 1.4505 2.6836 1.0908
S -0.0404 1.9064 1.5150
S 1.8654 4.2116 1.8334
S 2.1476 0.6828 -0.6072
Cl -2.9413 -1.3055 -1.5541
C -3.0793 -1.1935 0.1858
C -2.0213 -0.7032 0.9803
C -2.3245 -0.6923 2.3580
Cl -1.1754 -0.1344 3.5293
C -3.5454 -1.1320 2.8894
Cl -3.8608 -1.1016 4.5836
C -4.5404 -1.6125 2.0495
Cl -6.0387 -2.1625 2.6851
C -4.3046 -1.6451 0.6838
Cl -5.5433 -2.2481 -0.3572
C 0.3401 -1.6038 -13.5180
O -0.1633 -0.4678 -12.8268
C -0.1496 -0.5023 -11.4745
C -0.6073 0.6466 -10.8312
C -0.6332 0.6980 -9.4544
C -0.2063 -0.3861 -8.6857
C 0.2471 -1.5242 -9.3367
C 0.2788 -1.5930 -10.7218
C -0.2223 -0.3615 -7.2172
N 0.1493 -1.3496 -6.4362
C -0.0162 -0.8746 -5.1604
C -0.4930 0.4069 -5.1624
N -0.6293 0.7282 -6.4928
C -0.8059 1.1315 -3.9716
C -1.3592 2.4202 -3.9118
C -1.6400 2.9702 -2.6918
C -1.3453 2.2550 -1.5280
N -0.8105 1.0444 -1.5607
C -0.5451 0.4752 -2.7675
C -0.0218 -0.8683 -2.7459
N 0.1652 -1.4407 -1.5187
C 0.5479 -2.7103 -1.4581
C 0.7852 -3.4722 -2.6059
C 0.6380 -2.8998 -3.8394
C 0.2147 -1.5651 -3.9250
H 0.2861 -1.3651 -14.5747
H -0.2676 -2.4873 -13.3140
H 1.3774 -1.8026 -13.2436
H -0.9369 1.4835 -11.4329
H -0.9943 1.6075 -8.9864
H 0.5785 -2.3662 -8.7425
H 0.6334 -2.4938 -11.1991
H -0.9380 1.6049 -6.8724
H -1.5643 2.9731 -4.8212
H -2.0695 3.9583 -2.6040
H -1.5285 2.6707 -0.5475
H 0.6693 -3.1341 -0.4755
H 1.0927 -4.5021 -2.4922
H 0.8219 -3.4521 -4.7523
Se 1.2540 -1.5503 1.6407
C 0.0781 -2.9432 1.9594
N -0.6461 -3.8201 2.1601

DFT (the ωB97M-V functional and the def2-TZVPD basis) results for a single C5H14N4 molecule.

Computed properties:
E_LUMO   0.93 eV
Structure (SMILES)   [H]/N=C(/NC)[C@@H](C)N(C)N
Charge   0
Orbital gap   9.259 eV
Energy relative to the best compared isomer or geometry (same formula, charge and spin)   24.6 kcal/mol
Maximum force   0.59 eV/A

Positions of all 23 atoms, in Å:
H 0.3676 -2.2360 0.9350
N -0.5054 -2.2256 0.4186
C -0.8009 -1.0755 -0.0246
N -1.9980 -0.9363 -0.6682
C -2.3482 0.1288 -1.5739
C 0.0070 0.1952 0.2298
C -0.5352 0.8304 1.5104
N 1.4110 -0.1910 0.3513
C 2.2858 0.8846 0.7804
N 1.8093 -0.7429 -0.8937
H -2.4152 -1.8350 -0.8628
H -2.3295 1.0906 -1.0591
H -3.3629 -0.0415 -1.9290
H -1.6822 0.1823 -2.4443
H -0.1128 0.8994 -0.6128
H -1.6190 0.8949 1.4477
H -0.2782 0.2070 2.3631
H -0.1388 1.8316 1.6633
H 2.2189 1.7727 0.1295
H 3.3134 0.5182 0.7637
H 2.0450 1.1697 1.8008
H 2.6376 -1.3107 -0.7478
H 2.0306 -0.0111 -1.5773

DFT (the ωB97M-V functional and the def2-TZVPD basis) results for a molecular structure, C6H16N3OOs.

Computed properties:
E_LUMO (alpha / beta)   -10.79 / -12.17 eV
Charge   +3
Multiplicity   5
Orbital gap (alpha / beta)   8.724 / 7.640 eV
Expectation value of S²   6.011
Maximum force   0.68 eV/A

Positions of all 27 atoms, in Å:
Os 0.1010 -0.2949 0.0249
N 1.8639 -0.4024 -1.2004
C 2.7087 0.7403 -0.6733
C 1.9145 2.0355 -0.7181
N 0.5815 1.9375 -0.0329
C 0.4467 2.4126 1.3814
C 0.7515 1.3281 2.3986
N -0.1012 0.1056 2.1263
H 2.3891 -1.2743 -1.1206
H 1.7047 -0.2749 -2.2029
H 3.6080 0.8386 -1.2815
H 3.0170 0.4704 0.3355
H 1.7078 2.2882 -1.7594
H 2.5027 2.8532 -0.2991
H -0.0649 2.4966 -0.5846
H -0.5905 2.7313 1.5018
H 1.0763 3.2869 1.5532
H 0.5426 1.6958 3.4031
H 1.7922 1.0083 2.3709
H -1.0574 0.2742 2.4484
H 0.2384 -0.6705 2.6976
C -4.5376 -4.2446 -1.8696
C -3.5224 -3.3322 -1.4569
O -2.7267 -2.6176 -1.1341
H -5.5035 -3.7233 -1.8308
H -4.5299 -5.1011 -1.1823
H -4.3126 -4.5672 -2.8951

DFT (the ωB97M-V functional and the def2-TZVPD basis) results for a gas-phase ion, C11H14FN2 (charge +1).

Computed properties:
E_LUMO   -3.11 eV
Structure (SMILES)   F/C(=[NH+]\c1ccccc1)N1CCCC1
Charge   +1
Orbital gap   9.467 eV
Energy relative to the best compared isomer or geometry (same formula, charge and spin)   68.4 kcal/mol
Maximum force   3.94 eV/A

Positions of all 28 atoms, in Å:
F -0.3390 -1.9483 -0.2852
C -0.0316 -0.6237 -0.0610
N -0.9398 0.3120 0.0524
C -2.3932 0.0839 0.0906
C -3.1624 1.1332 -0.3665
C -4.5720 1.0313 -0.3255
C -5.1564 -0.1145 0.0959
C -4.3530 -1.1941 0.5114
C -3.0031 -1.1215 0.4151
N 1.2413 -0.3005 -0.0051
C 1.8137 0.9994 0.2243
C 3.3107 0.6389 0.4678
C 3.4494 -0.5255 -0.5232
C 2.2225 -1.3994 -0.2872
H -0.6082 1.2504 -0.1554
H -2.6880 2.0805 -0.7032
H -5.1462 1.9566 -0.6085
H -6.1483 -0.0169 0.3979
H -4.9909 -2.0103 0.8343
H -2.2979 -1.9417 0.7416
H 1.4406 1.5288 1.0006
H 1.7610 1.4906 -0.7225
H 3.4532 0.3690 1.4569
H 3.9131 1.4564 0.2960
H 3.3573 -0.1789 -1.5713
H 4.5268 -0.8965 -0.2993
H 1.9171 -1.8646 -1.2432
H 2.2446 -2.2859 0.3660

DFT (the ωB97M-V functional and the def2-TZVPD basis) results for a molecular structure, C30H30CaN8O6STe.

Computed properties:
E_LUMO   4.04 eV
Charge   -2
Orbital gap   5.551 eV
Energy relative to the best compared isomer or geometry (same formula, charge and spin)   0.0 kcal/mol
Maximum force   0.52 eV/A

Positions of all 77 atoms, in Å:
Ca -0.1912 -0.1387 0.7005
O 3.3393 4.3394 0.1088
C 3.6180 3.5974 -0.9796
C 4.4906 4.1309 -1.9291
C 4.8212 3.4065 -3.0604
C 4.2891 2.1390 -3.2690
C 3.4174 1.6093 -2.3333
C 3.0704 2.3181 -1.1846
C 2.1399 1.6674 -0.2143
O 1.7298 0.4953 -0.4707
N 1.8437 2.3835 0.8655
N 1.0032 1.6949 1.7225
C 0.5671 2.2999 2.7575
C -0.3847 1.7551 3.7172
C -0.8787 2.6612 4.6637
C -1.8242 2.3184 5.6109
C -2.2968 1.0029 5.6214
C -1.8277 0.0740 4.7234
C -0.8602 0.3917 3.7271
O -0.4329 -0.5132 2.9279
H 2.7198 3.7788 0.6653
H 4.8934 5.1204 -1.7514
H 5.4988 3.8385 -3.7889
H 4.5473 1.5672 -4.1509
H 2.9782 0.6283 -2.4711
H 0.8939 3.3303 2.9440
H -0.5018 3.6803 4.6335
H -2.1925 3.0514 6.3177
H -3.0523 0.7090 6.3438
H -2.2025 -0.9428 4.7204
O -2.0410 1.2023 0.8839
C -3.1679 0.8525 1.3818
C -3.9672 1.8123 2.0667
C -5.1891 1.5058 2.6161
C -5.7155 0.2192 2.5023
C -4.9740 -0.7332 1.8276
C -3.7201 -0.4680 1.2695
C -3.0303 -1.5520 0.5541
N -2.0854 -1.4574 -0.3694
C -1.8462 -2.7318 -0.8294
C -2.6499 -3.6144 -0.1832
N -3.3987 -2.8558 0.6927
H -3.5382 2.8015 2.1856
H -5.7420 2.2740 3.1466
H -6.6828 -0.0303 2.9192
H -5.4102 -1.7198 1.7057
H -1.0878 -2.9242 -1.5729
H -2.7491 -4.6831 -0.2508
H -4.0297 -3.2020 1.3900
N -0.9631 3.6854 -0.4365
C -1.4377 2.8616 -1.4399
N -2.8199 2.7436 -1.5097
O -0.7076 2.3430 -2.2636
H -1.5034 3.6274 0.4156
H 0.0200 3.5149 -0.2552
H -3.2775 2.7628 -0.6090
H -3.0601 1.9077 -2.0222
C 1.1494 -5.0844 0.4408
N 2.2079 -4.1151 0.6508
C 1.9056 -2.7804 0.6073
N 2.9655 -1.9257 0.4967
O 0.7390 -2.3870 0.6700
H 1.3336 -5.9776 1.0404
H 1.0671 -5.3512 -0.6165
H 0.2125 -4.6311 0.7550
H 3.1022 -4.3548 0.2541
H 3.7728 -2.3005 0.0206
H 2.6904 -1.0134 0.1274
Te 2.2637 -3.0670 -2.8388
C 2.5811 -3.4075 -4.8963
C 2.5027 -2.5212 -5.9388
C 2.7650 -3.0990 -7.2122
C 3.0465 -4.4305 -7.1454
S 2.9839 -4.9685 -5.5109
H 2.2580 -1.4795 -5.7851
H 2.7423 -2.5418 -8.1406
H 3.2698 -5.0997 -7.9617